# 1
Density functional theory data (ωB97M-V with the def2-TZVPD basis set) for C47H46I2N2O2P2SiTa as an isolated structure.

Computed properties:
M   1195.7 g mol⁻¹
HOMO level   -10.8 eV
Net charge   +1
Frontier orbital gap   0.26669 Ha

```
103
C47H46I2N2O2P2SiTa (ωB97M-V with the def2-TZVPD basis set)
C -1.18 -1.43 3.30
C -0.37 1.29 2.28
C -1.73 -2.10 5.54
C -0.91 -1.41 4.67
C 5.65 2.16 -1.51
H -3.03 2.06 -4.80
C -0.82 3.17 0.88
C -0.25 -4.68 -0.36
H -3.86 -4.18 -1.94
C 6.22 1.58 -0.38
C -1.13 -2.47 -0.48
C 3.47 1.42 -0.79
H -2.82 -3.11 -2.88
H -4.13 0.06 -2.43
H 2.38 3.80 0.18
H 3.42 0.36 1.07
C -4.72 -2.55 0.53
C -3.75 -3.16 -2.31
C -0.71 3.98 2.00
H -4.06 2.25 -3.34
C 4.05 0.86 0.34
C 2.54 -2.15 -0.69
C -0.65 1.78 0.99
I -3.56 1.28 1.77
C -1.35 -3.84 -0.35
H -2.66 3.31 -3.57
C -3.06 -2.90 3.70
H -4.72 -1.85 1.37
H -5.64 -0.74 -2.03
C -3.05 2.31 -3.74
H 3.43 -3.68 2.95
C -2.08 1.48 -1.77
H -0.85 5.05 1.88
P 1.67 1.32 -1.11
H -3.88 -3.48 3.32
H 2.25 -0.68 -5.71
N -2.10 -1.47 -0.54
H 4.32 0.36 4.05
H -0.45 4.97 -3.70
C 3.64 -0.37 3.63
C 4.28 2.09 -1.71
H 1.79 6.16 -0.26
H 0.14 2.61 -3.28
Ta -0.80 0.07 -0.51
H 2.64 -1.31 -0.01
C 4.02 -1.70 3.54
C 1.42 5.38 -0.91
C 0.62 5.70 -2.00
N 0.12 -1.97 -0.53
C -0.39 -0.88 -3.58
H 7.29 1.64 -0.23
C 1.66 -0.51 -4.82
H 0.36 6.74 -2.19
H 3.31 -2.87 -0.47
H 1.90 -4.79 -0.50
H 3.15 0.68 -3.85
H -2.35 -4.23 -0.25
H -1.53 -2.08 6.61
H 2.10 1.07 3.26
C -2.80 -2.84 5.06
H 1.18 -2.98 2.21
Si -3.82 -1.87 -0.95
C 1.19 -2.77 -0.57
H 0.00 -1.67 -5.53
H -0.38 4.11 4.12
O -2.66 2.37 -1.19
C -0.28 2.09 3.41
C 1.50 -0.90 2.67
I -6.16 0.86 2.22
H -1.08 3.62 -0.06
O -2.20 1.34 -3.10
C 1.03 -4.15 -0.48
C -0.44 3.46 3.26
C 0.16 4.71 -2.85
H -4.29 -3.50 0.87
H 3.84 2.58 -2.57
H 6.27 2.68 -2.23
C 0.11 -0.14 -2.51
C 2.16 0.25 -3.78
H -4.57 -2.97 -3.00
H 2.68 -1.78 -1.71
C 1.38 0.42 -2.64
C 5.42 0.94 0.55
C 0.38 -1.08 -4.71
C 3.14 -2.64 3.01
H -0.06 -0.85 5.05
H -5.76 -2.73 0.28
C 0.50 3.38 -2.62
C -4.70 -0.38 -1.61
H 5.00 -2.01 3.88
H -2.42 -2.21 1.76
P -0.19 -0.50 2.12
C 1.88 -2.25 2.59
H 5.85 0.49 1.43
H -0.10 1.65 4.39
C 1.29 3.05 -1.53
H -1.38 -1.31 -3.54
H -0.39 -5.74 -0.27
C 2.38 0.03 3.19
C 1.75 4.06 -0.67
C -2.24 -2.19 2.82
H -4.92 0.38 -0.87
H -3.43 -3.39 5.75
```



# 2
Density functional theory data (ωB97M-V with the def2-TZVPD basis set) for an isolated ion of composition C4H10NO and charge +1 at a distorted geometry.

Computed properties:
M   88.1 g mol⁻¹
SMILES   C[C@H]1[C@H]([NH3+])[C@@H]1O
HOMO level   -13.3 eV
Net charge   +1
Frontier orbital gap   0.35617 Ha

```
16
C4H10NO (ωB97M-V with the def2-TZVPD basis set)
H 1.77 -1.34 1.52
O -0.43 1.92 0.92
C -0.35 0.56 1.00
C 1.18 -1.56 0.58
H -2.06 1.01 -1.75
H -0.17 2.34 1.71
H -0.56 -0.01 1.99
C 0.74 -0.21 -0.06
N -1.12 0.93 -1.31
H -1.05 1.85 -0.80
H -0.44 1.11 -2.18
H -1.37 -0.89 -0.25
H 1.88 -2.13 -0.06
H 0.16 -2.10 0.69
C -0.77 0.00 -0.35
H 1.38 0.58 -0.59
```



LUMO energy
In order: -3.563; -3.619
Unit: eV
Calculated total energy
In order: -100766.944; -7838.677
Unit: eV
Relative energy (zero: lowest compared OMol25 entry of this formula, charge and spin)
In order: 13.2; 60.9
Unit: kcal/mol